Formula: C5H5Cl4N3
Source: the Open Molecules 2025 dataset
Level of theory: the ωB97M-V functional and the def2-TZVPD basis

Each line ends with the Mulliken charge.
Element x y z (Å)
C  -1.8332  -1.6675  -1.2135  -0.17
C  -2.6937  0.4915  0.2181  -0.08
C  -3.4891  -0.4198  -0.3369  0.40
C  -0.7382  -1.0691  -0.4268  -0.29
C  -1.0044  0.3574  -0.1363  0.35
N  -3.0409  -1.4748  -1.0951  -0.45
N  1.0760  0.6554  0.7657  -0.70
N  -0.2609  0.8998  0.8638  0.00
Cl  -3.2469  1.8836  1.0863  -0.18
Cl  -5.2002  -0.1637  0.0099  -0.21
Cl  -0.7092  -1.9207  1.1155  -0.15
Cl  -0.9890  1.0418  -1.8478  -0.20
H  -1.4927  -2.4768  -1.9153  0.35
H  0.1727  -1.2382  -0.8961  0.59
H  1.6610  1.5390  0.6932  0.25
H  1.5007  0.3287  1.6037  0.21
H  -0.5152  1.8023  1.4870  0.27

Summary:
- HOMO energy: -0.3381 Eh
- LUMO energy: -0.08 eV
- SMILES: NN[C@]1(Cl)C(Cl)=C(Cl)N=C[C@@H]1Cl